1.
80
Properties=species:S:1:pos:R:3:lowdin_charge:R:1 method="wB97M-V/def2-TZVPD" energy_ha=-4633.9727 e_above_lowest_kj_mol=116.68 homo_lumo_gap_ev="3.748 / 2.980" lumo_energy_ev="-8.64 / -9.48" total_charge=+2 spin_multiplicity=1 homo_ha="-0.4553 / -0.4578"
N -7.009 5.302 -4.647 0.06
C -6.729 5.763 -3.426 -0.12
C -5.715 5.203 -2.637 -0.01
C -5.047 4.035 -3.074 -0.22
C -5.399 3.531 -4.353 -0.01
C -6.353 4.233 -5.112 -0.12
C -4.017 3.437 -2.231 -0.01
Hg 1.354 -0.275 0.538 0.84
P 5.429 -0.784 0.215 1.22
C -3.237 2.395 -2.631 -0.05
C -2.133 1.929 -1.840 -0.22
C -1.014 1.404 -2.510 -0.03
C 0.134 1.095 -1.790 -0.15
C 0.021 1.096 -0.404 -0.31
C -1.034 1.637 0.302 -0.10
C -2.134 2.085 -0.433 0.01
Br 2.263 0.244 2.919 0.16
H -3.877 3.950 -1.265 0.12
H -3.380 1.964 -3.623 0.11
H -5.435 5.694 -1.707 0.11
H -4.905 2.649 -4.763 0.10
H -7.317 6.606 -3.045 0.12
H -6.600 3.892 -6.121 0.11
H -1.062 1.322 -3.598 0.13
H -2.997 2.548 0.057 0.13
H 1.058 0.808 -2.300 0.10
H -1.036 1.671 1.389 0.09
P -0.301 -2.099 0.231 0.91
C 4.660 0.846 0.554 -0.43
C 5.632 2.012 0.383 -0.13
H 4.267 0.817 1.585 -0.04
H 3.802 0.967 -0.125 0.06
H 5.205 2.917 0.823 0.09
H 6.590 1.823 0.871 0.08
H 5.821 2.229 -0.672 0.08
C 4.567 -1.282 -1.306 -0.40
C 5.362 -2.335 -2.069 -0.13
H 4.461 -0.368 -1.901 0.09
H 3.567 -1.647 -1.032 0.06
H 4.987 -2.415 -3.091 0.09
H 6.421 -2.078 -2.127 0.08
H 5.279 -3.327 -1.619 0.08
C 4.721 -2.041 1.366 -0.39
C 5.428 -2.051 2.720 -0.14
H 4.861 -3.012 0.860 0.10
H 3.650 -1.838 1.492 0.01
H 4.862 -2.663 3.434 0.09
H 6.436 -2.478 2.631 0.09
H 5.511 -1.048 3.158 0.07
C -0.273 -3.095 1.743 -0.37
C -1.311 -4.219 1.742 -0.11
H -0.414 -2.397 2.587 0.07
H 0.747 -3.502 1.837 0.09
H -2.251 -3.884 2.196 0.08
H -1.523 -4.586 0.730 0.08
H -0.932 -5.063 2.327 0.09
C 0.452 -3.005 -1.162 -0.38
C -0.080 -2.563 -2.528 -0.13
H 0.277 -4.074 -0.985 0.10
H 1.537 -2.825 -1.105 0.05
H -1.113 -2.914 -2.693 0.09
H -0.076 -1.467 -2.646 0.05
H 0.551 -2.979 -3.327 0.09
C -2.029 -1.782 -0.231 -0.35
C -3.006 -1.360 0.867 -0.11
H -2.400 -2.693 -0.730 0.11
H -2.000 -0.998 -1.001 0.08
H -3.837 -0.811 0.401 0.09
H -3.441 -2.224 1.388 0.07
H -2.544 -0.695 1.612 0.05
C -0.091 1.445 5.044 -0.07
C -0.881 0.379 4.314 -0.52
C -0.966 -0.930 5.042 -0.03
O -1.388 0.547 3.202 -0.01
H -0.690 1.846 5.876 0.10
H 0.148 2.249 4.341 0.08
H 0.826 1.006 5.456 0.06
H -1.794 -1.505 4.622 0.08
H -0.020 -1.471 4.887 0.08
H -1.098 -0.795 6.123 0.10

---

2.
13
Properties=species:S:1:pos:R:3:lowdin_charge:R:1 method="wB97M-V/def2-TZVPD" energy_ha=-344.4127 e_above_lowest_kj_mol=496.89 homo_lumo_gap_ev=8.489 lumo_energy_ev=-1.06 total_charge=0 spin_multiplicity=1 homo_ha=-0.3508
O -1.741 0.729 -1.917 0.07
C -1.422 0.832 -0.759 -0.19
C 0.028 0.893 -0.312 -0.34
O 0.027 1.361 1.025 -0.04
C 1.548 -0.679 0.852 0.18
C 0.358 -1.533 0.641 -0.16
C 0.678 -0.484 -0.366 -0.29
H -2.163 0.872 0.067 0.14
H 0.565 1.576 -0.988 0.16
H 0.933 1.260 1.369 0.08
H 0.582 -2.555 0.341 0.12
H -0.437 -1.451 1.382 0.12
H 1.045 -0.819 -1.334 0.15